{"formula": "C21H48ClNO2P3V", "method": "ωB97M-V with the def2-TZVPD basis set", "multiplicity": 2, "e_tot_ha": -3461.429627, "e_above_lowest_kcal_mol": 12.0, "total_charge": 3, "homo_lumo_gap_ev": [6.0, 6.8], "elements": ["C", "C", "H", "H", "H", "O", "Cl", "V", "P", "C", "C", "H", "H", "H", "H", "H", "H", "C", "H", "H", "H", "P", "C", "C", "H", "H", "H", "C", "H", "H", "H", "H", "H", "H", "C", "O", "C", "C", "C", "C", "P", "N", "C", "C", "C", "C", "C", "C", "C", "C", "H", "H", "H", "H", "H", "H", "H", "H", "H", "H", "H", "H", "H", "H", "H", "H", "H", "H", "H", "H", "H", "H", "H", "H", "H", "H", "H"], "coordinates": [[0.131228, 0.020637, -3.000479], [0.849307, 0.294020, -1.746627], [0.832552, -0.195525, -3.830917], [-0.498323, 0.880371, -3.282424], [-0.530865, -0.845215, -2.888059], [2.007174, 0.522598, -1.587709], [-2.428823, -0.090333, -0.531601], [-0.453644, 0.117131, 0.721506], [-0.181472, 2.354579, 0.060167], [1.295653, 3.228737, 0.666818], [-0.570239, 3.160867, -1.504009], [-0.744311, 4.223343, -1.284196], [-1.634440, 4.059508, 0.978135], [-1.480039, 2.712999, -1.917116], [-2.506478, 2.485782, 0.805793], [2.138756, 2.969034, 0.015975], [0.261616, 3.047294, -2.204428], [-1.564640, 2.971102, 1.096491], [1.114218, 4.311939, 0.636792], [-1.376128, 2.721432, 2.143144], [1.555624, 2.924497, 1.688021], [-0.003565, -2.295806, -0.000861], [1.490689, -3.203613, 0.536016], [-1.375611, -3.122004, 0.891693], [-1.217678, -2.729207, -2.054031], [-0.306986, -4.156708, -1.476796], [0.559197, -2.837330, -2.312960], [-0.265452, -3.067663, -1.630445], [-2.301764, -2.552735, 0.739333], [-1.501190, -4.128349, 0.470123], [1.338705, -4.281939, 0.376905], [1.715270, -3.028915, 1.594639], [-1.158739, -3.216222, 1.962410], [2.347532, -2.862928, -0.059237], [1.423977, 0.007966, 0.933649], [2.587203, -0.021271, 1.117064], [-2.783462, -1.831073, 3.982082], [-2.761024, -0.334680, 4.302506], [-3.722994, 0.347287, 3.303868], [-3.233726, -0.125990, 5.757911], [-1.056561, 0.359246, 4.040702], [-0.873602, 0.302415, 2.406711], [-0.959813, 2.069475, 4.803477], [-0.724418, 1.970693, 6.339131], [0.195744, 2.902096, 4.212570], [-2.252737, 2.893716, 4.586497], [0.292968, -0.729106, 4.724787], [1.621091, 0.045186, 4.635600], [0.025006, -1.187599, 6.180938], [0.465164, -1.980268, 3.852750], [-3.814009, -2.183546, 4.147545], [-2.134900, -2.423414, 4.634691], [-2.526563, -2.013029, 2.929809], [-4.717389, -0.098358, 3.446545], [-3.822110, 1.423630, 3.468216], [-3.395480, 0.163506, 2.269340], [-2.548907, -0.591618, 6.482772], [-3.388147, 0.931107, 6.015841], [-4.206962, -0.636934, 5.845796], [0.277340, 1.594933, 6.589575], [-0.804957, 2.994317, 6.743813], [-1.483339, 1.363168, 6.851407], [-0.021933, 3.247425, 3.194602], [0.324128, 3.792981, 4.853740], [1.150149, 2.371037, 4.195157], [-2.480463, 3.039374, 3.523009], [-3.124896, 2.465180, 5.093396], [-2.079692, 3.892654, 5.023274], [1.675355, 0.895392, 5.325717], [2.440446, -0.639061, 4.903786], [1.811036, 0.366063, 3.599442], [-0.846226, -1.858435, 6.256999], [0.906087, -1.767678, 6.509577], [-0.086823, -0.357641, 6.893479], [-0.361172, -2.685316, 3.943761], [0.605428, -1.709001, 2.798965], [1.372946, -2.500509, 4.181038]], "forces_ev_per_angstrom": [[-1.11, -0.44, -1.01], [3.64, 0.31, -0.19], [0.00, 0.29, 0.62], [0.17, -0.24, 0.22], [0.00, 0.40, 0.08], [-2.77, -0.37, 0.01], [1.94, 0.22, 0.93], [-6.39, -0.96, 0.78], [-0.33, 2.47, 1.27], [0.25, -0.44, -0.03], [0.10, -0.70, -0.59], [0.13, -0.28, -0.02], [-0.03, -0.18, -0.05], [0.10, 0.19, -0.02], [0.22, 0.26, -0.05], [-0.04, 0.22, 0.07], [-0.15, 0.21, -0.06], [-0.09, -0.25, 0.12], [0.03, -0.28, -0.06], [-0.06, 0.16, -0.59], [-0.13, 0.10, -0.23], [-0.11, -2.08, 0.67], [0.27, 0.55, 0.20], [-0.16, 0.30, 0.36], [0.16, -0.15, 0.00], [0.08, 0.39, 0.13], [-0.17, -0.12, 0.02], [0.02, 0.80, -0.66], [0.20, -0.29, 0.09], [0.12, 0.25, 0.05], [-0.06, 0.38, -0.03], [-0.04, -0.08, -0.27], [-0.05, 0.07, -0.35], [-0.09, -0.19, 0.10], [8.79, -0.20, 1.77], [-5.98, 0.07, -1.01], [-0.12, -0.25, 0.00], [-0.27, 0.08, -0.02], [-0.02, 0.08, 0.02], [-0.11, -0.09, 0.08], [-0.73, -0.25, 2.37], [2.05, -0.12, -4.57], [0.07, 0.71, 0.03], [-0.04, -0.15, 0.10], [0.26, 0.15, -0.08], [-0.05, 0.14, 0.06], [0.38, -0.25, 0.12], [0.28, -0.12, 0.12], [0.01, -0.07, 0.22], [0.08, -0.13, -0.06], [0.33, 0.09, -0.13], [-0.25, 0.12, -0.12], [-0.11, 0.02, 0.38], [0.25, 0.09, -0.11], [-0.05, -0.34, -0.13], [-0.26, 0.05, 0.25], [-0.36, 0.22, -0.21], [0.02, -0.60, -0.02], [0.32, 0.20, 0.02], [-0.40, 0.22, -0.06], [0.04, -0.37, -0.24], [0.36, 0.25, -0.15], [0.11, 0.02, 0.43], [-0.07, -0.34, -0.34], [-0.21, 0.26, 0.01], [-0.12, 0.01, 0.49], [0.32, 0.31, -0.25], [-0.01, -0.39, -0.16], [0.05, -0.32, -0.32], [-0.27, 0.15, -0.02], [0.03, 0.10, 0.40], [0.37, 0.30, -0.03], [-0.31, 0.21, -0.20], [-0.01, -0.47, -0.35], [0.17, 0.12, -0.08], [-0.05, -0.13, 0.26], [-0.14, 0.11, -0.01]]}